1.
C4H9NO2 | ωB97M-V with the def2-TZVPD basis set

Output
**Energy relative to the best compared isomer or geometry (same formula, charge and spin)**: 58.4 kcal/mol
**Calculated total energy**: -9877.530 eV
**Kohn-Sham gap**: 0.380 Ha
**Structure (SMILES)**: C[C@H]1CNO[C@@H]1O

```
16
Properties=species:S:1:pos:R:3:forces:R:3
C -1.757 -0.395 0.414 0.21 -0.02 -0.18
C -0.449 -0.130 -0.313 0.26 0.06 0.09
C -0.058 1.363 -0.351 -0.08 -0.36 0.24
N 1.381 1.397 -0.149 0.33 0.33 -0.41
O 1.616 0.326 0.755 0.00 0.00 0.21
C 0.784 -0.750 0.380 -0.44 0.04 0.09
O 1.419 -1.603 -0.529 0.15 -0.14 -0.34
H -1.704 -0.032 1.438 -0.04 0.04 0.12
H -1.972 -1.460 0.431 -0.11 -0.10 0.04
H -2.571 0.115 -0.095 -0.15 0.02 0.03
H -0.490 -0.545 -1.324 0.02 0.05 0.07
H -0.322 1.858 -1.283 0.02 0.05 -0.04
H -0.520 1.892 0.487 -0.08 0.00 -0.08
H 1.855 1.148 -1.021 -0.12 -0.11 0.21
H 0.538 -1.283 1.310 0.08 0.10 -0.12
H 2.252 -1.903 -0.149 -0.06 0.02 0.08
```
Forces are in eV/Å.

Atom-resolved charges from Löwdin, all expressed in e: number 1, C, carries -0.0655; number 2, C, carries -0.2840; number 3, C, carries -0.1597; number 4, N, carries -0.0240; number 5, O, carries -0.0857; number 6, C, carries -0.3984; number 7, O, carries 0.0135; number 8, H, carries 0.0836; number 9, H, carries 0.0805; number 10, H, carries 0.0793; number 11, H, carries 0.1414; number 12, H, carries 0.1231; number 13, H, carries 0.1182; number 14, H, carries 0.1167; number 15, H, carries 0.1584; number 16, H, carries 0.1027

2.
C4H9NO2 | ωB97M-V with the def2-TZVPD basis set

Output
**Energy relative to the best compared isomer or geometry (same formula, charge and spin)**: 43.4 kcal/mol
**Calculated total energy**: -9878.179 eV
**Kohn-Sham gap**: 0.397 Ha
**Structure (SMILES)**: C/N=C/OCCO

```
16
Properties=species:S:1:pos:R:3:forces:R:3
C 2.180 -0.338 -1.301 0.18 -0.01 -0.06
N 0.935 -0.022 -0.636 -0.11 0.27 0.37
C 0.959 0.762 0.359 0.07 -0.29 -0.40
O -0.106 1.136 1.065 -0.49 -0.24 -0.21
C -1.453 0.801 0.554 0.68 0.28 0.10
C -1.840 -0.668 0.499 -0.37 0.48 0.38
O -1.438 -1.345 -0.648 0.78 0.19 -0.35
H 2.365 -1.415 -1.251 -0.06 0.13 0.00
H 2.113 -0.065 -2.357 0.00 -0.03 0.10
H 3.041 0.182 -0.863 -0.01 -0.01 -0.01
H 1.885 1.210 0.739 -0.21 -0.01 0.07
H -2.110 1.327 1.253 0.20 -0.07 -0.14
H -1.543 1.232 -0.449 0.00 0.00 0.13
H -1.534 -1.176 1.419 0.14 0.00 0.12
H -2.936 -0.613 0.528 0.03 -0.33 -0.15
H -0.512 -1.003 -0.831 -0.82 -0.37 0.06
```
Forces are in eV/Å.

Atom-resolved charges from Löwdin, all expressed in e: number 1, C, carries -0.1124; number 2, N, carries -0.0188; number 3, C, carries -0.2406; number 4, O, carries -0.0487; number 5, C, carries -0.1242; number 6, C, carries -0.2837; number 7, O, carries -0.0955; number 8, H, carries 0.0817; number 9, H, carries 0.0794; number 10, H, carries 0.0724; number 11, H, carries 0.1451; number 12, H, carries 0.1235; number 13, H, carries 0.1324; number 14, H, carries 0.1216; number 15, H, carries 0.1199; number 16, H, carries 0.0479

3.
C4H9NO2 | ωB97M-V with the def2-TZVPD basis set

Output
**Energy relative to the best compared isomer or geometry (same formula, charge and spin)**: 41.0 kcal/mol
**Calculated total energy**: -9878.283 eV
**Kohn-Sham gap**: 0.359 Ha
**Structure (SMILES)**: CC[C@@H](N)C(=O)O

```
16
Properties=species:S:1:pos:R:3:forces:R:3
C 2.527 -0.326 -1.026 -1.44 0.07 -0.04
C 0.892 -0.483 -0.950 2.68 1.60 1.63
C 0.307 0.242 0.352 3.09 0.27 -1.40
N 0.271 1.653 0.106 1.33 1.39 -0.08
C -1.076 -0.164 0.524 -2.22 -2.05 0.97
O -2.020 0.539 0.328 -0.72 1.31 -0.27
O -1.345 -1.453 0.898 0.11 0.05 1.04
H 2.755 -0.180 -2.099 0.20 0.31 0.67
H 2.864 -1.318 -0.809 0.75 -0.43 0.41
H 3.058 0.419 -0.349 -1.00 -0.80 -0.94
H 0.708 -1.548 -0.945 -0.46 -0.08 -0.50
H 0.606 0.142 -1.797 -0.97 -0.74 0.02
H 0.963 0.135 1.251 -0.70 -0.97 -0.57
H 1.109 2.103 -0.387 -2.28 -1.18 0.80
H -0.690 1.831 -0.148 0.36 1.17 -0.67
H -2.247 -1.449 1.332 1.28 0.08 -1.08
```
Forces are in eV/Å.

Atom-resolved charges from Löwdin, all expressed in e: number 1, C, carries -0.0914; number 2, C, carries -0.1321; number 3, C, carries -0.3467; number 4, N, carries 0.0185; number 5, C, carries -0.5149; number 6, O, carries 0.1174; number 7, O, carries 0.0797; number 8, H, carries 0.0619; number 9, H, carries 0.0364; number 10, H, carries 0.0859; number 11, H, carries 0.0940; number 12, H, carries 0.0997; number 13, H, carries 0.1616; number 14, H, carries 0.1229; number 15, H, carries 0.0568; number 16, H, carries 0.1504

4.
C4H9NO2 | ωB97M-V with the def2-TZVPD basis set

Output
**Energy relative to the best compared isomer or geometry (same formula, charge and spin)**: 116.4 kcal/mol
**Calculated total energy**: -9875.013 eV
**Kohn-Sham gap (spin up / spin down)**: 0.288 / 0.287 Ha

```
16
Properties=species:S:1:pos:R:3:forces:R:3
N 2.228 0.110 1.167 0.00 0.05 0.03
C 1.057 -0.403 0.732 0.08 -0.05 -0.02
O 0.053 -0.342 1.505 0.09 -0.03 -0.18
C 0.870 -0.987 -0.548 0.20 -0.05 0.03
C -1.318 -0.549 0.077 -0.37 0.04 0.00
C -1.480 0.676 -0.775 -0.07 -0.36 -0.14
O -0.921 1.798 -0.128 0.03 0.28 -0.14
H 2.245 0.660 2.011 -0.03 -0.08 -0.12
H 3.086 -0.049 0.669 -0.16 0.00 0.05
H 1.594 -0.764 -1.335 -0.09 -0.01 0.11
H 0.616 -2.044 -0.494 -0.04 0.14 0.02
H -1.505 -1.469 -0.468 0.11 0.12 0.08
H -1.923 -0.507 0.980 0.11 -0.02 -0.09
H -1.029 0.510 -1.759 -0.05 0.05 0.17
H -2.574 0.812 -0.903 0.15 -0.02 0.07
H -0.999 2.547 -0.731 0.04 -0.07 0.14
```
Forces are in eV/Å.

Atom-resolved charges from Löwdin, all expressed in e: number 1, N, carries 0.1692; number 2, C, carries -0.6069; number 3, O, carries -0.0157; number 4, C, carries -0.0305; number 5, C, carries 0.0255; number 6, C, carries -0.3148; number 7, O, carries -0.0553; number 8, H, carries 0.1086; number 9, H, carries 0.1024; number 10, H, carries 0.0509; number 11, H, carries 0.0617; number 12, H, carries 0.0846; number 13, H, carries 0.0929; number 14, H, carries 0.1130; number 15, H, carries 0.1230; number 16, H, carries 0.0912

5.
C4H9NO2 | ωB97M-V with the def2-TZVPD basis set

Output
**Energy relative to the best compared isomer or geometry (same formula, charge and spin)**: 40.9 kcal/mol
**Calculated total energy**: -9878.288 eV
**Kohn-Sham gap**: 0.316 Ha

```
16
Properties=species:S:1:pos:R:3:forces:R:3
C 0.762 -0.681 1.823 0.20 0.39 -0.87
C -1.529 -1.421 1.684 0.48 0.33 -0.06
N -0.468 -1.018 1.096 -0.91 -0.50 1.37
H 0.937 0.401 1.637 0.02 -0.76 0.04
H 1.585 -1.279 1.400 -0.30 0.37 0.02
H 0.683 -0.905 2.871 -0.24 -0.08 0.47
H -1.557 -1.546 2.797 0.02 0.05 -1.11
H -2.433 -1.605 1.073 0.62 0.08 0.44
H -0.456 -0.786 -0.028 0.40 0.48 -1.03
O 0.403 1.506 -0.235 -0.16 -0.54 -0.82
C 0.201 0.879 -1.295 -0.22 -0.51 0.44
O -0.244 -0.352 -1.355 0.23 0.86 0.73
C 0.470 1.568 -2.633 -0.25 -0.07 0.06
H 0.094 0.972 -3.478 0.00 0.30 0.36
H 0.004 2.567 -2.585 0.23 -0.44 -0.20
H 1.547 1.700 -2.773 -0.11 0.04 0.15
```
Forces are in eV/Å.

Atom-resolved charges from Löwdin, all expressed in e: number 1, C, carries -0.0419; number 2, C, carries 0.0942; number 3, N, carries -0.0298; number 4, H, carries 0.0914; number 5, H, carries 0.1059; number 6, H, carries 0.0734; number 7, H, carries 0.1118; number 8, H, carries 0.1111; number 9, H, carries 0.0751; number 10, O, carries -0.0441; number 11, C, carries -0.6564; number 12, O, carries -0.0939; number 13, C, carries -0.0225; number 14, H, carries 0.0719; number 15, H, carries 0.0800; number 16, H, carries 0.0739

6.
C4H9NO2 | ωB97M-V with the def2-TZVPD basis set

Output
**Energy relative to the best compared isomer or geometry (same formula, charge and spin)**: 36.5 kcal/mol
**Calculated total energy**: -9878.480 eV
**Kohn-Sham gap**: 0.378 Ha
**Structure (SMILES)**: C[C@@H](N)CC(=O)O

```
16
Properties=species:S:1:pos:R:3:forces:R:3
C 1.351 -0.012 -0.944 -0.71 1.32 -1.47
C 0.239 0.591 -0.025 1.34 -1.03 1.14
N -0.069 2.025 -0.069 -0.11 -0.45 -0.43
C -1.024 -0.293 -0.133 -0.18 -0.40 1.22
C -1.273 -1.123 1.138 1.29 0.48 -1.07
O -1.702 -0.706 2.163 -0.44 -0.34 0.20
O -0.853 -2.433 0.961 -0.27 -0.05 1.01
H 1.879 -0.911 -0.623 -0.37 0.06 0.56
H 0.875 -0.283 -1.927 0.63 0.42 0.66
H 2.116 0.766 -1.110 -0.17 -0.39 -0.10
H 0.680 0.519 0.989 -0.47 -0.59 -0.24
H 0.353 2.568 -0.806 0.13 -0.13 -0.05
H 0.173 2.389 0.836 0.03 0.55 -0.18
H -0.948 -1.050 -0.914 -0.24 0.57 -0.44
H -1.862 0.386 -0.197 -0.31 -0.03 -0.50
H 0.064 -2.432 0.660 -0.15 0.00 -0.32
```
Forces are in eV/Å.

Atom-resolved charges from Löwdin, all expressed in e: number 1, C, carries -0.0624; number 2, C, carries -0.4259; number 3, N, carries 0.0369; number 4, C, carries -0.0755; number 5, C, carries -0.4970; number 6, O, carries 0.1396; number 7, O, carries 0.0597; number 8, H, carries 0.0680; number 9, H, carries 0.0855; number 10, H, carries 0.0728; number 11, H, carries 0.1350; number 12, H, carries 0.0679; number 13, H, carries 0.0684; number 14, H, carries 0.1067; number 15, H, carries 0.1173; number 16, H, carries 0.1029

7.
C4H9NO2 | ωB97M-V with the def2-TZVPD basis set

Output
**Energy relative to the best compared isomer or geometry (same formula, charge and spin)**: 58.8 kcal/mol
**Calculated total energy**: -9877.509 eV
**Kohn-Sham gap**: 0.368 Ha
**Structure (SMILES)**: C[C@@H](CO)NC=O

```
16
Properties=species:S:1:pos:R:3:forces:R:3
C -1.145 1.542 -0.293 0.02 -0.17 0.39
C -0.295 0.349 0.207 0.04 -0.40 0.98
C -0.903 -1.040 0.119 -0.07 -0.76 0.40
O -0.443 -1.632 1.374 -0.39 -1.26 -0.63
N 1.007 0.438 -0.484 0.11 -0.10 0.36
C 2.026 -0.409 -0.280 0.10 -0.16 0.05
O 1.993 -1.417 0.421 0.15 0.38 -0.20
H -0.741 2.501 0.052 0.02 -0.23 0.06
H -2.168 1.472 0.083 0.13 -0.03 0.06
H -1.226 1.624 -1.395 0.23 -0.40 0.43
H -0.201 -0.103 1.434 0.40 3.40 -2.01
H -1.993 -0.977 0.170 0.15 -0.13 -0.03
H -0.581 -1.690 -0.693 -0.12 0.19 -0.26
H 0.531 -1.741 1.206 -0.50 -0.18 0.17
H 1.190 1.215 -1.108 -0.18 -0.15 0.26
H 2.949 -0.131 -0.814 -0.10 0.01 -0.03
```
Forces are in eV/Å.

Atom-resolved charges from Löwdin, all expressed in e: number 1, C, carries -0.0629; number 2, C, carries -0.3271; number 3, C, carries -0.2080; number 4, O, carries -0.1345; number 5, N, carries 0.0543; number 6, C, carries -0.3232; number 7, O, carries 0.0012; number 8, H, carries 0.0727; number 9, H, carries 0.0725; number 10, H, carries 0.0827; number 11, H, carries 0.2131; number 12, H, carries 0.1196; number 13, H, carries 0.1232; number 14, H, carries 0.0480; number 15, H, carries 0.1333; number 16, H, carries 0.1352

8.
C4H9NO2 | ωB97M-V with the def2-TZVPD basis set

Output
**Energy relative to the best compared isomer or geometry (same formula, charge and spin)**: 51.6 kcal/mol
**Calculated total energy**: -9877.825 eV
**Kohn-Sham gap**: 0.367 Ha
**Structure (SMILES)**: O=CCCNCO

```
16
Properties=species:S:1:pos:R:3:forces:R:3
O -1.238 2.972 1.202 -0.08 0.14 0.11
C -0.980 2.545 0.112 0.21 -0.31 -0.86
C -1.198 1.095 -0.281 -0.31 0.37 1.22
C 0.153 0.355 -0.372 0.14 -0.32 -0.62
N 0.036 -0.969 0.205 -0.93 0.29 0.10
C 1.081 -1.759 0.711 0.83 -0.19 -0.32
O 1.785 -2.554 -0.266 0.00 0.16 -0.35
H -0.497 3.183 -0.656 -0.01 0.15 0.09
H -1.786 0.944 -1.186 0.13 0.35 -0.18
H -1.816 0.746 0.553 0.29 -0.48 -0.09
H 0.987 0.890 0.084 -0.17 0.05 0.29
H 0.382 0.311 -1.444 0.32 -0.01 0.01
H -0.681 -1.471 -0.288 -0.21 -0.43 0.23
H 0.753 -2.463 1.478 -0.40 0.14 0.02
H 1.830 -1.106 1.159 0.02 0.04 0.04
H 1.190 -2.720 -1.012 0.19 0.04 0.34
```
Forces are in eV/Å.

Atom-resolved charges from Löwdin, all expressed in e: number 1, O, carries 0.0610; number 2, C, carries -0.2841; number 3, C, carries -0.1446; number 4, C, carries -0.2131; number 5, N, carries -0.0647; number 6, C, carries -0.2919; number 7, O, carries -0.0783; number 8, H, carries 0.1238; number 9, H, carries 0.1115; number 10, H, carries 0.1153; number 11, H, carries 0.1242; number 12, H, carries 0.1130; number 13, H, carries 0.1173; number 14, H, carries 0.1148; number 15, H, carries 0.1214; number 16, H, carries 0.0744